# 1
{"formula": "C4H11NO2", "method": "the ωB97M-V functional and the def2-TZVPD basis", "species": ["C", "N", "C", "C", "C", "O", "H", "H", "H", "H", "H", "H", "H", "H", "H", "H", "H", "O"], "xyz": [[1.6498, -2.3930, -2.0278], [0.7589, -1.2172, -1.8328], [-0.8687, -1.4919, 0.1407], [0.5225, -0.9539, -0.3801], [0.6257, 0.5288, 0.0243], [-0.3118, 1.1356, 0.4628], [2.5109, -2.3314, -1.3546], [1.9138, -2.3394, -3.0865], [1.1117, -3.3228, -1.7536], [-0.1859, -1.5473, -1.9954], [-0.6541, -1.3178, 1.2122], [-1.0340, -2.5536, -0.0298], [-1.6628, -0.9235, -0.3302], [1.3168, -1.4928, 0.1705], [1.5926, 0.9951, -0.2495], [-2.0346, 4.9111, 2.9645], [-1.4392, 3.5174, 2.5269], [-2.0099, 3.9726, 3.1302]], "lowdin_charge": [-0.1176, -0.0895, -0.0484, -0.3739, -0.2176, 0.0519, 0.0735, 0.0742, 0.0818, 0.0807, 0.0897, 0.0716, 0.0781, 0.1275, 0.1230, 0.0264, 0.0143, -0.0456], "smiles": "CN[C@H](C)C=O.O", "lumo_ev": 0.89, "homo_lumo_gap_ev": 10.22}

# 2
{"formula": "CClF2O2S", "method": "the ωB97M-V functional and the def2-TZVPD basis", "species": ["C", "O", "O", "F", "F", "S", "Cl"], "xyz": [[-0.4222, 0.4477, -0.2676], [-0.0609, -1.4900, 1.3268], [2.0137, -0.6025, 0.2895], [0.4434, 1.4555, -0.0218], [-1.3738, 0.5708, 0.7029], [0.7394, -1.2393, 0.1078], [-1.3396, 0.8579, -2.1378]], "lowdin_charge": [-0.7087, -0.5394, -0.5086, -0.0392, -0.0391, 0.6791, 0.1558], "total_charge": -1, "lumo_ev": 3.59, "homo_lumo_gap_ev": 8.09}

# 3
{"formula": "C46H66KN4OPS2", "method": "the ωB97M-V functional and the def2-TZVPD basis", "species": ["K", "C", "C", "C", "C", "C", "C", "C", "C", "C", "C", "C", "C", "C", "C", "C", "C", "C", "C", "C", "C", "C", "P", "C", "C", "C", "C", "C", "C", "C", "C", "H", "H", "H", "H", "H", "H", "H", "H", "H", "H", "H", "H", "H", "H", "H", "H", "H", "H", "H", "H", "H", "H", "H", "H", "H", "H", "H", "H", "H", "H", "H", "H", "H", "H", "H", "H", "H", "H", "H", "H", "H", "H", "H", "H", "H", "S", "C", "N", "N", "C", "C", "C", "C", "C", "C", "N", "N", "C", "C", "C", "C", "C", "C", "H", "H", "H", "H", "H", "H", "H", "H", "H", "H", "H", "C", "C", "S", "O", "C", "C", "H", "H", "H", "H", "H", "H", "H", "H", "H", "H"], "xyz": [[-0.8484, 0.0546, 0.0621], [0.6451, -1.0817, -4.4248], [1.8048, -1.7867, -3.7259], [3.0960, -1.6221, -4.5333], [2.0217, -1.3190, -2.3024], [2.5071, -2.1931, -1.3420], [2.7895, -1.7850, -0.0484], [3.5267, -2.7732, 0.8431], [5.0283, -2.7310, 0.5315], [3.0327, -4.2158, 0.6906], [2.5292, -0.4489, 0.3468], [2.1126, 0.4724, -0.6341], [1.8591, -0.0015, -1.9288], [2.0098, 2.0094, -0.5519], [0.6055, 2.5215, -0.9082], [2.5101, 2.7401, 0.6892], [2.9364, -0.0503, 1.7476], [4.2682, 0.3569, 1.8655], [4.8367, 0.6987, 3.0772], [4.0679, 0.6255, 4.2279], [2.7496, 0.2191, 4.1323], [2.1448, -0.1211, 2.9159], [0.3383, -0.5487, 2.8916], [0.2078, -2.1684, 3.8415], [0.6877, -3.2333, 2.8547], [-1.2647, -2.4596, 4.1480], [1.0339, -2.2931, 5.1213], [-0.5306, 0.8049, 3.8906], [-2.0204, 0.7302, 3.5056], [-0.4355, 0.7855, 5.4192], [-0.0097, 2.1526, 3.3842], [0.4412, -1.5500, -5.3888], [0.8715, -0.0316, -4.6182], [-0.2683, -1.1175, -3.8281], [1.5710, -2.8548, -3.6756], [3.3708, -0.5667, -4.5962], [2.9702, -2.0012, -5.5492], [3.9244, -2.1562, -4.0659], [2.6998, -3.2209, -1.6292], [3.4058, -2.4645, 1.8820], [5.2031, -3.0028, -0.5120], [5.5671, -3.4405, 1.1632], [5.4502, -1.7412, 0.6976], [3.4060, -4.6625, -0.2329], [1.9447, -4.2765, 0.6805], [3.4047, -4.8277, 1.5143], [1.5648, 0.7220, -2.6805], [2.6524, 2.3324, -1.3783], [-0.0874, 2.5027, -0.0641], [0.1526, 1.9698, -1.7349], [0.6604, 3.5673, -1.2137], [2.0162, 2.4033, 1.5983], [2.2910, 3.8039, 0.5742], [3.5831, 2.6293, 0.8304], [4.8622, 0.4198, 0.9615], [5.8698, 1.0190, 3.1212], [4.4870, 0.8819, 5.1923], [2.1670, 0.1612, 5.0388], [0.1362, -3.1889, 1.9120], [0.5596, -4.2276, 3.2947], [1.7432, -3.1022, 2.6404], [-1.8869, -2.3653, 3.2552], [-1.6718, -1.8136, 4.9243], [-1.3470, -3.4908, 4.5027], [2.1023, -2.2112, 4.9157], [0.8582, -3.2810, 5.5577], [0.7690, -1.5489, 5.8736], [-2.4877, -0.2063, 3.8051], [-2.1900, 0.8702, 2.4353], [-2.5555, 1.5400, 4.0088], [-0.8374, -0.1308, 5.8503], [-1.0319, 1.6146, 5.8108], [0.5793, 0.9253, 5.7872], [-0.1215, 2.2558, 2.3015], [1.0358, 2.3192, 3.6459], [-0.6049, 2.9485, 3.8399], [-3.4067, 1.5648, -0.1777], [-3.1649, 2.8999, -1.2605], [-3.6072, 2.9794, -2.4759], [-4.3131, 1.9285, -2.9054], [-4.8247, 1.8809, -4.1862], [-4.5987, 2.9010, -5.1130], [-5.1241, 2.7956, -6.3903], [-5.8753, 1.6919, -6.7731], [-6.1007, 0.6813, -5.8471], [-5.5832, 0.7695, -4.5669], [-2.3933, 4.0536, -0.9577], [-1.9079, 4.0965, 0.1836], [-1.0677, 5.2326, 0.4083], [-0.5522, 6.0320, -0.6101], [0.3053, 7.0725, -0.2944], [0.6523, 7.3252, 1.0288], [0.1359, 6.5287, 2.0406], [-0.7172, 5.4799, 1.7289], [-4.4973, 1.1928, -2.2263], [-4.0165, 3.7600, -4.8133], [-4.9433, 3.5943, -7.0993], [-6.2820, 1.6224, -7.7730], [-6.6899, -0.1848, -6.1226], [-5.7704, -0.0177, -3.8448], [-0.8327, 5.8220, -1.6329], [0.7093, 7.6924, -1.0851], [1.3243, 8.1397, 1.2671], [0.3994, 6.7220, 3.0728], [-1.1306, 4.8415, 2.4987], [-1.9418, -5.8879, -2.1785], [-1.4474, -4.8941, -1.1406], [-0.9936, -3.2918, -1.8281], [-0.7774, -2.4192, -0.6270], [-2.5829, -2.7809, -2.5230], [-3.7325, -2.7627, -1.5320], [-2.0205, -6.8793, -1.7338], [-1.2532, -5.9593, -3.0222], [-2.9249, -5.6150, -2.5609], [-0.5253, -5.2369, -0.6674], [-2.1712, -4.6920, -0.3499], [-2.7660, -3.4122, -3.3953], [-2.3738, -1.7745, -2.8941], [-4.0674, -3.7688, -1.2784], [-4.5773, -2.2235, -1.9585], [-3.4422, -2.2449, -0.6177]], "lowdin_charge": [0.5163, -0.0613, -0.3898, -0.0565, -0.1997, 0.0071, -0.1181, -0.3670, -0.0435, -0.0767, -0.0847, -0.1432, -0.0111, -0.3262, -0.0972, -0.0397, -0.1930, -0.0658, -0.0593, -0.0633, -0.1026, -0.2774, 1.1374, -0.6889, -0.1112, -0.0976, -0.0845, -0.6783, -0.1025, -0.0845, -0.0987, 0.0848, 0.0814, 0.0590, 0.1195, 0.0857, 0.0790, 0.0784, 0.1220, 0.1108, 0.0852, 0.0843, 0.0631, 0.0752, 0.0629, 0.0878, 0.1193, 0.1411, 0.0255, 0.0708, 0.0833, 0.0559, 0.0879, 0.0764, 0.1235, 0.1085, 0.1064, 0.0762, 0.0685, 0.0963, 0.0476, 0.0825, 0.0634, 0.0877, 0.0755, 0.0883, 0.0644, 0.0608, 0.0182, 0.0950, 0.0624, 0.0888, 0.0647, 0.0639, 0.0772, 0.0853, 0.4386, -0.8454, 0.0303, -0.0355, -0.2489, -0.0351, -0.1015, -0.1211, -0.1107, -0.0474, 0.0203, 0.0248, -0.2691, -0.0459, -0.0882, -0.0995, -0.0887, -0.0362, 0.0410, 0.0966, 0.0984, 0.0914, 0.0963, 0.0995, 0.1038, 0.1001, 0.0976, 0.0996, 0.0956, -0.1276, -0.3920, 0.9132, -0.6352, -0.3792, -0.1130, 0.0794, 0.0785, 0.0669, 0.0851, 0.0900, 0.0902, 0.0792, 0.0702, 0.0783, 0.0727], "lumo_ev": 0.13, "homo_lumo_gap_ev": 6.42}

# 4
{"formula": "C4H8O2", "method": "the ωB97M-V functional and the def2-TZVPD basis", "species": ["C", "O", "C", "C", "C", "O", "H", "H", "H", "H", "H", "H", "H", "H"], "xyz": [[2.7048, -0.2556, -0.3910], [1.8021, -0.9116, -0.8502], [-1.0655, 0.0849, -0.2201], [-1.9696, -1.0159, 0.2417], [-0.5936, 1.0454, 0.5682], [0.3557, 1.9646, 0.2180], [3.6173, -0.0542, -0.9828], [0.6771, 1.7262, -0.6670], [2.6778, 0.1575, 0.6359], [-0.7084, 0.0312, -1.2495], [-1.4397, -1.9730, 0.1691], [-2.2628, -0.8785, 1.2876], [-2.8825, -1.1028, -0.3590], [-0.9127, 1.1819, 1.5992]], "lowdin_charge": [-0.1332, -0.0132, -0.1806, -0.1116, -0.2295, -0.0259, 0.0816, 0.0888, 0.0871, 0.1017, 0.0728, 0.0720, 0.0689, 0.1210], "smiles": "C/C=C/O.C=O", "lumo_ev": 0.64, "homo_lumo_gap_ev": 9.13}

# 5
{"formula": "C14H60O23", "method": "the ωB97M-V functional and the def2-TZVPD basis", "species": ["O", "H", "H", "O", "H", "H", "O", "H", "H", "O", "H", "H", "O", "H", "H", "O", "H", "H", "O", "H", "H", "O", "H", "H", "O", "H", "H", "C", "C", "O", "O", "H", "H", "H", "H", "H", "H", "C", "C", "O", "O", "H", "H", "H", "H", "H", "H", "C", "C", "O", "O", "H", "H", "H", "H", "H", "H", "C", "C", "O", "O", "H", "H", "H", "H", "H", "H", "C", "C", "O", "O", "H", "H", "H", "H", "H", "H", "C", "C", "O", "O", "H", "H", "H", "H", "H", "H", "C", "C", "O", "O", "H", "H", "H", "H", "H", "H"], "xyz": [[-8.4465, -11.3259, -19.3854], [-7.7783, -11.2251, -20.0544], [-7.9223, -11.5990, -18.6390], [-7.0695, -13.5725, -21.4103], [-7.5894, -13.3069, -22.1528], [-6.2014, -13.5186, -21.6733], [-3.8507, -13.6281, -13.9432], [-3.2102, -13.8776, -14.5849], [-3.4822, -13.9572, -13.1222], [-3.8800, -9.2727, -19.9167], [-3.6792, -8.5559, -19.2629], [-4.8493, -9.2005, -19.9935], [-4.4037, -13.3735, -21.4735], [-3.9831, -13.5958, -20.6369], [-4.0673, -14.0546, -22.0602], [-6.2219, -14.0430, -15.2475], [-6.6467, -13.4384, -14.6026], [-5.3486, -14.0729, -14.9237], [-1.2578, -12.5277, -21.3932], [-0.2476, -12.5279, -21.3697], [-1.4537, -12.1865, -20.5355], [-1.9290, -10.8422, -19.2303], [-2.7227, -10.3449, -19.4373], [-1.2413, -10.3226, -19.6285], [-2.0421, -15.1253, -21.0881], [-2.2503, -15.3871, -20.1857], [-1.8657, -14.2064, -21.1306], [-7.4123, -11.4353, -14.1527], [-6.1892, -10.6140, -14.0046], [-5.1375, -11.1885, -14.7737], [-7.3311, -12.6112, -13.3913], [-7.6990, -11.6082, -15.1950], [-8.2404, -10.8183, -13.7853], [-5.8551, -10.5321, -12.9773], [-6.4119, -9.6390, -14.2488], [-4.8004, -11.9553, -14.3362], [-8.1508, -12.5986, -12.8587], [-4.4920, -13.1790, -17.9585], [-5.5186, -12.1984, -18.4805], [-6.1429, -11.6327, -17.3610], [-3.4353, -13.3887, -18.9011], [-5.0456, -14.1242, -17.7318], [-4.1163, -12.8925, -16.9962], [-6.2042, -12.6381, -19.1181], [-5.0739, -11.4263, -19.1454], [-5.4820, -11.3620, -16.7371], [-2.6387, -13.1189, -18.4296], [-5.3433, -16.7371, -19.5317], [-6.4879, -16.5880, -18.5628], [-7.3325, -15.6718, -19.1290], [-4.3864, -17.5348, -18.9903], [-4.8637, -15.8203, -19.7655], [-5.7095, -17.0798, -20.5159], [-6.1124, -16.2913, -17.5670], [-6.9071, -17.5348, -18.3916], [-6.7991, -14.9582, -19.4038], [-4.8245, -18.4051, -18.9803], [-1.8839, -10.6304, -15.5937], [-0.5045, -10.1635, -16.1763], [0.6172, -10.6682, -15.5007], [-2.9174, -10.5131, -16.5654], [-2.2116, -10.1893, -14.6935], [-1.8397, -11.6951, -15.4302], [-0.5562, -9.0310, -16.1733], [-0.4535, -10.3361, -17.2835], [0.3709, -10.4776, -14.5998], [-2.4485, -10.5849, -17.4284], [0.8427, -12.8376, -18.3428], [-0.0887, -13.9495, -17.8984], [-1.2727, -13.5760, -17.3011], [2.0019, -13.2818, -18.9684], [1.0650, -12.4201, -17.3398], [0.2870, -12.0398, -18.8106], [0.5064, -14.5485, -17.1750], [-0.1910, -14.6742, -18.6913], [-1.5509, -14.3651, -16.8490], [2.5369, -13.7276, -18.2661], [-2.8641, -16.4145, -15.0852], [-4.0163, -17.3214, -15.4717], [-4.1951, -18.3140, -14.4972], [-2.8387, -15.3517, -15.9779], [-1.9149, -16.9519, -15.2236], [-2.8575, -16.0809, -14.0091], [-3.8017, -17.8661, -16.4489], [-4.8301, -16.6576, -15.5217], [-4.3741, -17.8269, -13.6384], [-2.8222, -15.7029, -16.8511], [-9.2120, -8.4042, -15.9174], [-8.8686, -9.3210, -17.0562], [-10.0329, -9.6353, -17.7540], [-8.1236, -8.1215, -15.1652], [-9.8467, -8.8097, -15.1842], [-9.6536, -7.4677, -16.2399], [-8.4749, -10.2757, -16.7882], [-8.2182, -8.8587, -17.7317], [-9.6965, -10.3698, -18.2706], [-7.3934, -7.8838, -15.7153]], "lowdin_charge": [-0.0140, 0.0371, 0.0125, -0.0064, 0.0389, -0.0636, -0.0102, 0.0166, 0.0773, -0.0450, 0.0965, 0.0796, -0.0460, -0.0089, 0.0546, -0.0450, -0.0132, -0.0486, -0.0493, 0.1054, -0.0276, -0.0511, -0.0065, 0.0676, -0.0432, 0.0228, -0.0539, -0.2452, -0.1942, -0.0615, -0.0618, 0.1193, 0.1289, 0.1306, 0.0790, 0.0295, 0.1285, -0.1863, -0.2263, -0.0545, -0.0946, 0.1202, 0.1015, 0.0642, 0.1203, 0.0387, 0.0395, -0.2981, -0.2665, -0.0115, -0.0519, 0.0943, 0.1443, 0.1127, 0.1110, 0.0270, 0.1097, -0.2190, -0.2475, -0.0465, -0.0893, 0.1039, 0.0923, 0.1308, 0.0995, 0.0818, 0.0395, -0.2714, -0.2567, -0.0454, -0.0339, 0.1174, 0.0940, 0.1346, 0.1155, 0.0479, 0.1207, -0.2376, -0.2515, -0.0641, -0.0828, 0.1309, 0.1348, 0.1471, 0.0950, 0.1216, 0.0903, -0.2704, -0.2622, -0.0499, -0.0476, 0.1120, 0.1258, 0.0930, 0.1063, 0.0371, 0.0809], "lumo_ev": -0.05, "homo_lumo_gap_ev": 9.46}

# 6
{"formula": "C5H10O2", "method": "the ωB97M-V functional and the def2-TZVPD basis", "species": ["C", "C", "C", "O", "C", "C", "O", "H", "H", "H", "H", "H", "H", "H", "H", "H", "H"], "xyz": [[1.5585, -1.8166, 0.4779], [0.8890, -0.8159, -0.4585], [-0.0563, 0.1370, 0.2719], [0.7442, 0.8847, 1.1677], [-0.8238, 0.9847, -0.7522], [-2.0430, 1.7184, -0.2933], [-3.0571, 1.0488, -0.2499], [2.2525, -2.4624, -0.0703], [2.1168, -1.2949, 1.2601], [0.8141, -2.4594, 0.9626], [1.6514, -0.2092, -0.9657], [0.3271, -1.3413, -1.2406], [-0.8092, -0.4532, 0.8182], [0.1673, 1.4418, 1.7021], [-1.5304, 0.2403, -1.2061], [-0.1053, 1.5964, -1.3323], [-2.0957, 2.8009, -0.0916]], "lowdin_charge": [-0.1010, -0.2180, -0.4181, -0.0242, -0.1151, -0.2591, 0.0311, 0.0715, 0.0719, 0.0765, 0.1199, 0.1164, 0.1519, 0.0971, 0.1376, 0.1383, 0.1232], "smiles": "CC[C@@H](O)CC=O", "lumo_ev": 0.56, "homo_lumo_gap_ev": 10.66}

ΔE to the lowest compared entry with this formula, charge and spin list, top to bottom, in kJ/mol: 213.5; 90.9; 9.5; 224.1; 323.2; 189.6